Formula: C4H12N2O
Source: OMol25
Level of theory: ωB97M-V with the def2-TZVPD basis set

Summary:
F_max ... 0.0210 Eh/bohr
Total charge ... +1
Electronic energy ... -343.99387 hartree
Relative energy (zero: lowest compared OMol25 entry of this formula, charge and spin) ... 180.2 kJ/mol
Spin multiplicity ... 2
Frontier orbital gap (spin up / spin down) ... 9.33 / 7.20 eV

Atoms and positions in Å:
C 1.01189 -1.78780 -1.58620
C 0.77911 -1.35462 -0.14970
C -1.44498 -1.22350 0.89458
N -0.52809 -1.89151 0.31881
H 0.67694 -2.82010 -1.71770
H 0.38149 -1.20769 -2.26410
H 2.02602 -1.63173 -1.93317
H 1.56408 -1.67782 0.53277
H 0.67568 -0.26180 -0.06226
H -2.40910 -1.67523 1.07841
H -1.24524 -0.14908 1.07062
H -0.74354 -2.83193 -0.00644
N -0.05278 3.40853 1.03142
C -0.35987 2.23225 0.25734
O -0.01474 1.08285 0.82653
H 0.41751 3.14703 1.89190
H 0.53310 4.06477 0.52853
H -1.43902 2.23505 0.00267
H 0.17155 2.34233 -0.71402

Cartesian forces (eV/Å) of the 3 atoms listed first:
C -0.9 0.0 -0.2
C 0.1 0.6 -0.1
C 0.0 0.5 -0.3

These are the Löwdin partial charges, in e, on atoms 1 to 2: atom 1 (C): -0.05, atom 2 (C): -0.18


Formula: C9H6Cl2INO2
Source: OMol25
Level of theory: ωB97M-V with the def2-TZVPD basis set

Summary:
F_max ... 0.0744 Eh/bohr
Electronic energy ... -1769.79367 hartree
Relative energy (zero: lowest compared OMol25 entry of this formula, charge and spin) ... 81.4 kJ/mol
Frontier orbital gap ... 7.98 eV

Atoms and positions in Å:
C -2.84984 1.68656 -0.43202
C -2.02890 1.08829 -1.37821
C -2.54973 1.56280 0.91867
C -0.93606 0.37143 -0.91437
C -0.75122 0.32753 0.46972
C 1.02702 -0.80707 -0.65764
C 0.63771 -0.52400 0.72692
C 0.13528 -0.35136 -1.56066
C 1.65964 -2.12562 1.63465
N -1.50483 0.87945 1.37254
O 0.86948 -2.70170 2.45939
O 2.77195 -2.23367 1.27275
Cl 3.56516 0.77582 -2.07801
Cl 0.21479 -0.56715 -3.25766
I 1.92933 0.96323 1.66027
H -3.71951 2.24696 -0.73951
H -2.22432 1.17503 -2.43752
H -3.16821 2.01984 1.67862
H 1.92336 -1.34830 -0.90066
H 1.26843 -3.42088 2.99179
H 3.73048 0.98280 -0.82908

Cartesian forces (eV/Å) of the 3 atoms listed first:
C 0.0 0.0 0.0
C 0.2 -0.2 0.0
C -0.3 0.2 -0.1

These are the Löwdin partial charges, in e, on atoms 1 to 2: atom 1 (C): -0.05, atom 2 (C): -0.01


Formula: C8H8S
Source: OMol25
Level of theory: ωB97M-V with the def2-TZVPD basis set

Summary:
F_max ... 0.0817 Eh/bohr
Electronic energy ... -707.75601 hartree
Relative energy (zero: lowest compared OMol25 entry of this formula, charge and spin) ... 23.5 kJ/mol
SMILES string ... S[C@@H]1Cc2ccccc21
Frontier orbital gap ... 9.72 eV

Atoms and positions in Å:
S 2.68951 -0.92378 -0.15900
C 0.97011 -1.40858 -0.33742
C 0.34549 -0.83288 -1.66167
C -0.56674 0.02583 -0.65477
C -1.39552 1.11188 -0.63628
C -1.48198 1.76543 0.61425
C -0.89612 1.16867 1.75293
C -0.08301 0.07208 1.71770
C 0.04699 -0.57323 0.50008
H 3.17171 -1.70815 -1.07979
H 0.93094 -2.46476 -0.31419
H -0.04577 -1.63232 -2.26664
H 1.10460 -0.24227 -2.13646
H -2.01211 1.59706 -1.46778
H -1.99303 2.62579 0.79849
H -1.17123 1.74727 2.72019
H 0.38618 -0.32806 2.61035

Cartesian forces (eV/Å) of the 3 atoms listed first:
S 0.3 0.9 1.3
C 0.4 0.4 -0.7
C -0.9 0.5 2.6

These are the Löwdin partial charges, in e, on atoms 1 to 2: atom 1 (S): 0.77, atom 2 (C): -0.61


Formula: C6H9PS
Source: OMol25
Level of theory: ωB97M-V with the def2-TZVPD basis set

Summary:
F_max ... 0.0589 Eh/bohr
Electronic energy ... -973.47824 hartree
Relative energy (zero: lowest compared OMol25 entry of this formula, charge and spin) ... 80.0 kJ/mol
SMILES string ... C#C[C@H]1CCCPS1
Frontier orbital gap ... 8.75 eV

Atoms and positions in Å:
C 3.56931 -0.78058 -0.01780
C 2.39480 -0.58973 0.14832
C 1.02724 -0.33769 0.39863
C 0.40535 0.79107 -0.37858
C -1.02585 1.10986 0.05664
C -2.05940 0.10490 -0.45317
P -1.96779 -1.61877 0.26589
S -0.05238 -2.17244 -0.25222
H 4.59632 -0.89853 -0.19814
H 0.77834 -0.36793 1.45711
H 0.42611 0.55695 -1.44613
H 1.03208 1.67720 -0.21884
H -1.06799 1.16796 1.14904
H -1.29094 2.09835 -0.32813
H -3.06646 0.45893 -0.22730
H -1.98248 -0.00858 -1.53778
H -1.71624 -1.19097 1.58247

Cartesian forces (eV/Å) of the 3 atoms listed first:
C -0.7 0.2 0.0
C 1.0 -0.3 0.0
C -1.9 -2.2 -0.7

These are the Löwdin partial charges, in e, on atoms 1 to 2: atom 1 (C): 0.15, atom 2 (C): -0.20


Formula: C6H12N3
Source: OMol25
Level of theory: ωB97M-V with the def2-TZVPD basis set

Summary:
F_max ... 0.0757 Eh/bohr
Total charge ... +1
Electronic energy ... -399.75555 hartree
Relative energy (zero: lowest compared OMol25 entry of this formula, charge and spin) ... 329.4 kJ/mol
SMILES string ... C/C=N/[C@H](C)/C=N\C=[NH2+]
Frontier orbital gap ... 9.55 eV

Atoms and positions in Å:
C -1.72766 1.87510 -0.42120
C -1.30917 0.41842 -0.34133
N -0.52032 -0.14065 0.46345
C -0.02635 -1.46160 0.42866
C -0.49197 -2.36701 1.54218
C 1.42765 -1.30633 0.19136
N 1.89434 -0.27205 -0.40466
C 1.67734 0.84765 -0.97703
N 1.84688 2.12315 -0.49059
H -1.07805 2.51173 0.16035
H -2.65648 1.96237 0.02892
H -1.68360 2.29860 -1.42418
H -1.70581 -0.13844 -1.35296
H -0.26828 -2.11367 -0.63835
H -0.46062 -2.08786 2.59530
H -0.07789 -3.38193 1.45505
H -1.63238 -2.39939 1.25256
H 2.12760 -2.16793 0.51665
H 1.36629 0.67397 -2.10210
H 1.40069 2.82292 -0.99478
H 1.89778 2.30294 0.51270

Cartesian forces (eV/Å) of the 3 atoms listed first:
C 2.4 -0.5 0.3
C -0.5 -1.1 -3.7
N -1.2 1.4 0.7

These are the Löwdin partial charges, in e, on atoms 1 to 2: atom 1 (C): -0.06, atom 2 (C): -0.19


Formula: NO6S
Source: OMol25
Level of theory: ωB97M-V with the def2-TZVPD basis set

Summary:
F_max ... 0.1519 Eh/bohr
Total charge ... -1
Electronic energy ... -904.19001 hartree
Relative energy (zero: lowest compared OMol25 entry of this formula, charge and spin) ... 0.0 kJ/mol
Spin multiplicity ... 3
Frontier orbital gap (spin up / spin down) ... 7.05 / 6.24 eV

Atoms and positions in Å:
N -1.31472 -0.11379 -0.09612
O -2.39690 0.01777 0.36559
O 1.99965 -0.20636 1.30920
O -0.99675 -0.17970 -1.25636
O 1.29537 1.45645 -0.33780
O 1.23908 -0.98255 -0.82476
O -0.31067 -0.15554 0.78755
S 1.22870 0.07803 0.11333

Cartesian forces (eV/Å) of the 3 atoms listed first:
N 3.9 -0.7 5.5
O -6.5 0.9 1.0
O -0.1 0.3 -0.5

These are the Löwdin partial charges, in e, on atoms 1 to 2: atom 1 (N): -0.60, atom 2 (O): 0.07


Formula: C12H48O12
Source: OMol25
Level of theory: ωB97M-V with the def2-TZVPD basis set

Summary:
F_max ... 0.0477 Eh/bohr
Electronic energy ... -1388.54381 hartree
Relative energy (zero: lowest compared OMol25 entry of this formula, charge and spin) ... 801.8 kJ/mol
SMILES string ... CO.CO.CO.CO.CO.CO.CO.CO.CO.CO.CO.CO
Frontier orbital gap ... 10.25 eV

Atoms and positions in Å:
C 2.94823 -5.47488 -1.75936
O 3.12016 -6.11982 -3.05435
H 3.30146 -6.24968 -1.07891
H 3.45370 -4.51794 -1.62947
H 1.89957 -5.24898 -1.56604
H 4.03965 -6.17970 -3.32372
C -3.90672 -4.13434 -4.17485
O -3.86446 -2.72401 -3.66369
H -3.70704 -4.77517 -3.31603
H -4.90539 -4.19540 -4.60731
H -3.11013 -4.36088 -4.88352
H -4.60193 -2.63599 -3.05542
C -2.26394 5.95047 -0.33857
O -3.07937 5.25022 0.57119
H -2.26545 5.48106 -1.32232
H -2.81503 6.87451 -0.51337
H -1.24685 6.14101 0.00394
H -4.01794 5.32121 0.38238
C 1.97662 -0.70037 5.83339
O 1.79301 0.68116 5.98126
H 1.90322 -0.87235 4.75955
H 2.84691 -1.25600 6.18264
H 1.11713 -1.16688 6.31478
H 1.06535 0.93698 5.40972
C -6.03242 -0.47640 0.37618
O -7.02532 -0.84567 -0.55053
H -5.11611 -1.04072 0.20291
H -5.83589 0.58814 0.24884
H -6.35477 -0.68657 1.39599
H -7.87034 -1.01452 -0.12740
C 3.86644 3.57640 -3.13800
O 2.79457 4.20556 -2.49124
H 4.75820 3.96712 -2.64791
H 3.74615 2.50352 -2.98778
H 3.94086 3.77194 -4.20773
H 2.85595 3.89799 -1.58392
C -1.72605 -0.04685 -7.42804
O -1.67476 0.46465 -6.11372
H -2.65231 0.34266 -7.85045
H -0.89339 0.48229 -7.89150
H -1.65033 -1.13417 -7.43767
H -2.22481 -0.13748 -5.60728
C -1.00183 -5.62038 3.60614
O -0.14261 -5.94894 2.51089
H -1.29732 -6.36088 4.34940
H -0.53996 -4.84849 4.22174
H -1.87030 -5.06921 3.24547
H 0.24251 -5.17090 2.10108
C 6.37479 0.26837 0.84821
O 5.69587 0.09044 2.03940
H 7.17481 0.97629 1.06479
H 6.76213 -0.68934 0.50057
H 5.77326 0.73345 0.06721
H 4.95200 0.69670 2.06584
C 0.00096 -0.09470 -0.94236
O -0.65877 -1.29681 -0.63672
H -0.57778 0.82887 -0.95590
H 0.76223 0.05734 -0.17720
H 0.53964 -0.12394 -1.88950
H -1.13671 -1.57953 -1.41982
C -2.84495 1.60651 4.06731
O -1.59884 1.91095 3.39098
H -2.83198 1.56550 5.15646
H -3.71460 2.22975 3.85904
H -3.09377 0.57905 3.80176
H -1.81110 2.40102 2.59324
C 3.98970 4.96509 2.95784
O 3.21214 4.02222 2.27439
H 3.33265 5.78761 3.24039
H 4.59440 4.39844 3.66590
H 4.66685 5.45358 2.25716
H 2.45988 3.78961 2.82358

Cartesian forces (eV/Å) of the 3 atoms listed first:
C 0.5 -1.1 -0.6
O -0.9 0.9 0.1
H -0.1 0.6 0.7

These are the Löwdin partial charges, in e, on atoms 1 to 2: atom 1 (C): -0.14, atom 2 (O): -0.14


Formula: C35H48HgN2O2SSe
Source: OMol25
Level of theory: ωB97M-V with the def2-TZVPD basis set

Summary:
F_max ... 0.0116 Eh/bohr
Total charge ... -1
Electronic energy ... -4575.58347 hartree
Relative energy (zero: lowest compared OMol25 entry of this formula, charge and spin) ... 0.0 kJ/mol
Spin multiplicity ... 2
Frontier orbital gap (spin up / spin down) ... 5.80 / 4.70 eV

Atoms and positions in Å:
Hg 0.27343 -4.46475 -2.87052
C -4.54794 -0.47130 3.48158
C -3.09668 -0.14901 3.08683
C -2.21067 -0.44624 4.29658
C -2.99229 1.35246 2.77536
C -2.69965 -0.98061 1.86489
C -1.62153 -1.85943 1.84599
C -1.38232 -2.66322 0.74281
Se 0.18245 -3.75809 0.53732
C 1.52615 -2.40988 0.53017
C 1.49804 -1.27682 1.32315
C 2.43995 -0.27001 1.14645
C 3.36203 -0.39257 0.07824
C 3.45956 -1.48359 -0.73914
C 2.61501 -2.63893 -0.42848
O 2.79854 -3.77059 -0.89907
C 4.46360 -1.43152 -1.90374
C 4.34442 -2.60397 -2.88726
C 5.89318 -1.40988 -1.34056
C 4.21569 -0.14705 -2.71399
C 2.51053 0.95701 2.04217
C 3.90733 1.03427 2.68078
C 1.47404 0.90884 3.16371
C 2.26581 2.22483 1.20863
C -2.29519 -2.77362 -0.36869
O -2.20702 -3.73038 -1.19148
C -3.26423 -1.69652 -0.43530
C -3.44877 -0.89910 0.68336
C -4.14128 -1.40625 -1.67259
C -4.03074 0.08848 -2.02551
C -3.73038 -2.18148 -2.93091
C -5.60507 -1.74284 -1.35254
H -4.84342 0.10260 4.36935
H -4.65093 -1.53624 3.70283
H -5.24085 -0.22910 2.67322
H -2.54133 0.15261 5.15099
H -1.16452 -0.20018 4.09836
H -2.26893 -1.50137 4.57487
H -3.28824 1.95186 3.64543
H -3.63842 1.62692 1.93796
H -1.96160 1.61155 2.51277
H -0.96962 -1.93764 2.70624
H 0.72710 -1.17759 2.06678
H 4.03614 0.43762 -0.10379
H 4.57075 -3.55379 -2.41280
H 5.04032 -2.44224 -3.71717
H 3.33142 -2.67485 -3.28939
H 6.08523 -2.31291 -0.75475
H 6.05280 -0.54328 -0.69224
H 6.62050 -1.36512 -2.15739
H 3.19593 -0.14279 -3.10866
H 4.91431 -0.10551 -3.55514
H 4.35472 0.75662 -2.11586
H 4.10975 0.13515 3.26781
H 3.97121 1.90424 3.34130
H 4.68875 1.12371 1.92318
H 1.62166 0.03399 3.80160
H 0.45743 0.87808 2.76452
H 1.56641 1.80379 3.78406
H 3.01563 2.33587 0.42180
H 2.30990 3.11060 1.84915
H 1.28353 2.19072 0.73019
H -4.24442 -0.15719 0.64502
H -2.98823 0.33919 -2.24806
H -4.37200 0.73502 -1.21293
H -4.63837 0.31127 -2.91075
H -2.68628 -1.98607 -3.18152
H -4.36058 -1.85914 -3.77046
H -3.83190 -3.25324 -2.79234
H -5.97158 -1.15031 -0.50860
H -5.69789 -2.80005 -1.09075
H -6.24636 -1.53998 -2.21931
N 0.57510 1.07909 -3.51391
C 0.21888 0.47161 -2.34270
S 0.08100 -1.16517 -2.18339
N -0.05176 1.26595 -1.26176
C 0.10428 2.64504 -1.05281
C -0.72370 3.24963 -0.10482
C -0.62490 4.60542 0.15560
C 0.29744 5.38949 -0.52700
C 1.14223 4.78702 -1.44730
C 1.06348 3.42404 -1.70427
H 0.59743 0.43435 -4.28535
H 0.21278 2.00135 -3.70952
H -0.48461 0.73688 -0.51728
H -1.45189 2.64354 0.42483
H -1.27712 5.05550 0.89459
H 0.36017 6.45402 -0.33541
H 1.88485 5.38032 -1.96795
H 1.77232 2.96084 -2.37526

Cartesian forces (eV/Å) of the 3 atoms listed first:
Hg 0.0 -0.1 -0.1
C 0.0 0.1 0.0
C 0.0 0.0 -0.1

These are the Löwdin partial charges, in e, on atoms 1 to 2: atom 1 (Hg): 0.44, atom 2 (C): -0.06